# 1
Here is a molecular structure, C28H56BrCl2N4O8S at a distorted geometry from OMol25. Energies are from wB97M-V/def2-TZVPD.

Values from the calculation:
- Total energy: -5813.43120 Eh
- Gap between HOMO and LUMO: 0.238 hartree
- E_LUMO: -4.4 eV
- Maximum force: 5.65 eV Å⁻¹
- Net charge: +1
- E_HOMO: -10.8 eV
- Energy relative to the best compared isomer or geometry (same formula, charge and spin): 81.2 kcal/mol

Structure (XYZ):
```
100
Properties=species:S:1:pos:R:3:forces:R:3:mulliken_charge:R:1
C 1.596 4.961 -4.897 0.96 -1.13 -0.30 -1.035
C 1.364 3.424 -5.380 -0.01 1.03 0.16 -0.707
C 0.929 2.488 -4.112 -0.10 1.13 -1.35 0.403
C 1.996 1.322 -3.999 0.18 0.37 -1.12 -0.678
C 1.822 0.463 -5.383 -0.76 -0.64 1.42 -1.217
C 2.029 0.397 -2.704 -0.10 -1.61 -0.65 2.240
C 3.496 -0.318 -2.762 -0.02 0.33 0.43 -1.346
C 3.574 -1.735 -2.031 1.13 -0.29 -0.66 -0.623
C 3.390 -2.892 -3.152 0.61 0.43 0.16 -0.331
Cl 2.157 -4.161 -2.661 0.72 0.74 -0.28 -0.201
C 0.876 -0.741 -2.766 1.06 -0.66 0.58 -1.704
N -0.488 -0.133 -2.790 1.54 1.92 2.62 -0.054
C -0.651 0.893 -1.741 -0.62 -0.11 -1.48 0.296
N -1.946 1.178 -1.461 0.58 0.12 -1.08 -0.097
S -3.254 0.360 -2.311 -0.30 0.28 -0.02 -0.104
N 0.391 1.568 -1.039 -1.43 -2.24 -2.41 0.552
Cl 0.108 3.167 -0.573 -0.96 -0.17 0.53 -0.049
C 1.798 1.137 -1.289 1.87 0.30 -0.59 -1.727
Br 2.954 2.808 -1.355 -0.14 -0.58 -0.30 0.041
N 2.262 0.375 -0.108 -0.48 0.87 0.33 1.056
C 1.227 -0.147 0.781 -2.67 -3.74 1.85 0.537
C 0.493 0.654 1.983 1.42 0.02 -0.08 -1.140
O 0.875 -1.358 0.694 1.59 4.45 -0.53 -0.531
C 3.491 0.818 0.547 5.46 -0.87 1.19 0.383
C 3.573 1.736 1.884 -0.84 0.49 -1.36 -0.946
O 4.625 0.418 0.157 -4.73 1.16 0.57 -0.528
H 1.953 5.590 -5.789 -0.85 -0.78 1.39 0.380
H 2.500 4.903 -4.179 -1.52 0.32 -0.88 0.213
H 0.694 5.400 -4.362 1.17 -0.47 -0.82 0.271
H 2.368 3.108 -5.829 -1.45 0.20 0.72 0.309
H 0.592 3.369 -6.228 1.08 0.08 1.32 0.322
H -0.148 2.156 -4.364 1.65 0.10 0.53 0.087
H 0.841 3.208 -3.238 0.33 -1.13 -0.82 0.012
H 3.043 1.800 -4.100 -1.67 -0.56 0.47 0.369
H 0.679 0.353 -5.521 1.78 0.22 -0.32 0.272
H 2.202 -0.611 -5.237 -0.29 1.71 -0.49 0.331
H 2.325 0.972 -6.266 -0.85 -0.78 1.25 0.396
H 3.827 -0.508 -3.851 -0.90 0.54 1.60 0.592
H 4.255 0.461 -2.381 -1.15 -1.40 -0.25 0.416
H 4.653 -1.849 -1.639 -1.79 0.21 -0.44 0.416
H 2.875 -1.880 -1.149 0.86 0.28 -1.27 0.277
H 3.061 -2.489 -4.168 0.33 -0.51 1.49 0.132
H 4.395 -3.401 -3.301 -1.50 0.42 0.17 0.402
H 0.894 -1.420 -1.833 0.16 1.16 -1.39 0.237
H 1.042 -1.470 -3.642 -0.58 1.45 1.27 0.356
H -0.755 0.234 -3.713 -0.17 -0.07 0.65 0.513
H -2.244 1.875 -0.770 0.62 -0.30 -0.37 0.226
H -3.677 1.232 -3.325 0.92 -0.20 1.06 0.195
H 0.571 1.781 1.855 -0.31 -1.47 0.19 0.229
H -0.568 0.268 2.136 1.50 0.53 -0.54 0.367
H 1.078 0.383 2.941 -0.88 0.42 -1.44 0.318
H 2.827 2.591 1.703 0.91 -1.24 0.76 0.241
H 3.354 1.144 2.829 0.20 0.82 -1.24 0.271
H 4.618 2.215 1.917 -1.63 -1.13 -0.12 0.344
C -2.852 -4.543 -2.247 -0.29 -0.14 0.06 -0.741
O -4.217 -4.422 -1.893 0.12 0.19 -0.32 -0.320
C -4.660 -3.070 -1.914 -0.29 -0.62 0.30 -0.387
C -6.169 -3.006 -2.122 0.10 0.19 -0.22 -0.429
O -6.555 -3.187 -3.484 0.18 -0.13 0.22 -0.480
C -6.455 -4.519 -3.992 -0.32 0.02 -0.13 -0.342
C -7.536 -5.451 -3.456 0.51 -0.11 0.29 -0.589
O -7.202 -5.895 -2.145 -0.10 0.26 0.05 -0.260
C -8.339 -6.315 -1.416 0.21 0.00 -0.06 -0.778
H -2.218 -4.000 -1.540 0.14 0.06 -0.03 0.280
H -2.587 -5.602 -2.224 -0.09 0.11 0.08 0.286
H -2.688 -4.173 -3.266 0.10 0.09 0.03 0.304
H -4.158 -2.512 -2.713 -0.01 0.00 -0.07 0.205
H -4.403 -2.625 -0.944 0.00 0.25 0.00 0.485
H -6.502 -1.998 -1.858 0.04 0.00 -0.10 0.400
H -6.701 -3.697 -1.466 0.24 -0.14 -0.01 0.165
H -5.453 -4.925 -3.838 -0.11 -0.12 0.21 0.140
H -6.597 -4.427 -5.072 -0.08 0.08 0.10 0.398
H -7.610 -6.335 -4.099 -0.12 0.05 -0.21 0.431
H -8.496 -4.924 -3.448 0.01 0.02 -0.06 0.354
H -9.043 -5.485 -1.297 -0.13 -0.07 -0.05 0.331
H -8.012 -6.632 -0.424 0.07 0.00 -0.12 0.232
H -8.828 -7.157 -1.915 -0.13 0.02 0.04 0.324
C 3.967 5.116 7.162 -0.15 -0.15 0.18 -0.771
O 2.836 4.281 7.331 0.21 -0.16 -0.24 -0.263
C 2.211 3.963 6.093 -0.22 -0.02 0.65 -0.548
C 1.427 2.661 6.212 0.18 0.03 -0.23 -0.406
O 2.252 1.498 6.130 -0.05 0.19 0.09 -0.383
C 3.056 1.222 7.281 -0.07 -0.34 0.02 -0.422
C 2.253 0.695 8.464 0.13 0.60 0.09 -0.606
O 1.604 1.767 9.140 -0.18 -0.06 -0.23 -0.269
C 0.483 1.332 9.885 0.19 0.13 -0.04 -0.773
H 3.680 6.068 6.708 0.10 0.07 -0.08 0.325
H 4.401 5.305 8.145 -0.15 -0.02 -0.07 0.239
H 4.722 4.614 6.546 0.01 0.11 -0.09 0.324
H 2.958 3.867 5.297 0.01 -0.04 -0.03 0.304
H 1.525 4.784 5.850 -0.05 -0.03 -0.24 0.420
H 0.750 2.597 5.354 0.10 -0.02 -0.04 0.419
H 0.804 2.641 7.108 0.19 0.15 0.10 0.164
H 3.665 2.086 7.552 -0.20 0.05 0.16 0.197
H 3.746 0.434 6.967 -0.14 -0.01 -0.03 0.388
H 2.927 0.210 9.178 0.07 -0.23 -0.09 0.425
H 1.515 -0.033 8.107 0.04 -0.04 -0.03 0.351
H -0.263 0.880 9.221 -0.03 -0.13 0.07 0.331
H 0.033 2.201 10.366 0.14 -0.02 -0.04 0.234
H 0.786 0.615 10.655 -0.12 -0.08 0.01 0.323
```
Positions in Å, forces in eV/Å.

***

# 2
Here is a molecular structure, C6H24Br2N12O6Y at a distorted geometry from OMol25. Energies are from wB97M-V/def2-TZVPD.

Values from the calculation:
- Total energy: -6538.24744 Eh
- Gap between HOMO and LUMO (alpha / beta): 0.084 / 0.315 hartree
- 2S+1: 2
- E_LUMO (alpha / beta): 0.5 / 0.4 eV
- ⟨S²⟩: 0.75
- Maximum force: 7.48 eV Å⁻¹
- E_HOMO (alpha / beta): -1.8 / -8.2 eV

Structure (XYZ):
```
51
Properties=species:S:1:pos:R:3:forces:R:3:mulliken_charge:R:1
Y -25.797 -25.947 -6.668 -0.46 0.53 -0.76 0.511
Br -25.251 -27.805 -8.805 0.06 0.04 -0.09 -0.609
Br -25.336 -25.182 -3.855 -0.12 0.03 0.07 -0.777
C -27.879 -24.920 -9.746 1.05 1.03 0.99 -3.487
O -27.366 -25.197 -8.685 0.76 -1.39 1.41 3.020
N -27.743 -23.728 -10.269 0.42 3.71 -1.39 -0.351
N -28.573 -25.709 -10.514 -2.01 -3.10 -1.26 -0.242
H -28.316 -23.384 -11.026 0.15 -0.14 0.01 0.416
H -27.112 -23.038 -9.888 -0.09 -0.20 0.27 0.175
H -28.995 -25.362 -11.364 0.22 -0.43 0.18 0.155
H -28.545 -26.693 -10.290 -0.26 0.13 -0.23 0.226
C -29.255 -25.964 -6.036 3.13 0.71 -0.30 0.448
O -28.112 -26.290 -6.250 3.15 -2.17 -0.69 0.334
N -30.263 -26.351 -6.725 -3.28 -1.15 -1.38 -0.490
N -29.449 -25.045 -5.152 -1.70 2.28 2.53 -0.362
H -30.153 -27.061 -7.435 -0.33 0.49 0.03 0.242
H -31.047 -25.736 -6.565 -0.59 -0.96 -1.00 0.228
H -28.621 -24.622 -4.759 -0.31 0.27 0.03 0.148
H -30.373 -24.638 -5.167 0.54 0.62 0.80 0.227
C -26.202 -28.837 -4.706 0.50 3.35 -1.28 0.438
O -26.087 -27.971 -5.604 0.04 -1.08 0.54 -0.279
N -26.575 -30.056 -4.902 -1.52 -4.28 -2.55 -0.424
N -25.976 -28.626 -3.444 0.70 0.89 3.42 -0.310
H -26.810 -30.718 -4.175 0.18 0.42 -0.16 0.147
H -26.760 -30.364 -5.846 0.08 0.16 0.11 0.253
H -26.098 -29.416 -2.827 0.17 0.55 0.13 0.153
H -25.802 -27.715 -3.044 0.08 0.19 -0.37 0.109
C -26.544 -22.559 -6.299 -1.31 -2.95 -5.18 -3.987
O -26.564 -23.797 -6.543 0.00 0.51 1.22 3.420
N -26.777 -21.720 -7.287 -0.50 2.59 -1.86 -0.430
N -26.330 -22.019 -5.179 1.15 0.66 4.43 -0.070
H -27.186 -21.861 -8.200 0.06 -1.03 0.17 0.160
H -26.787 -20.727 -7.105 0.10 0.03 0.22 0.589
H -26.206 -21.019 -5.113 0.16 -0.39 0.38 0.165
H -25.916 -22.721 -4.582 0.27 0.43 1.16 0.059
C -22.300 -26.485 -6.589 -2.83 -0.10 -2.64 0.080
O -23.478 -26.427 -6.240 -0.63 0.16 0.19 -0.025
N -21.322 -26.685 -5.826 3.77 -0.49 6.44 -0.388
N -21.857 -26.450 -7.821 -0.20 0.38 -5.19 -0.225
H -21.569 -26.619 -4.849 0.55 -0.02 0.17 0.277
H -20.349 -26.671 -6.096 -0.50 -0.07 0.10 0.149
H -22.432 -26.762 -8.590 -0.64 0.32 0.20 0.219
H -20.885 -26.440 -8.093 -0.18 -0.07 0.63 0.168
C -24.115 -24.054 -9.294 0.14 -0.82 -0.30 -1.813
O -24.608 -24.426 -8.237 0.24 0.37 0.83 0.971
N -24.271 -24.693 -10.432 -1.98 -2.98 -1.65 0.200
N -23.295 -23.053 -9.558 1.80 2.71 1.53 -0.282
H -24.004 -24.342 -11.341 -0.31 -0.02 0.38 0.217
H -24.952 -25.435 -10.360 0.07 -0.35 -0.49 0.154
H -22.752 -23.182 -10.399 0.14 0.53 0.47 0.119
H -22.887 -22.563 -8.774 0.07 0.11 -0.26 0.376
```
Positions in Å, forces in eV/Å.

***

# 3
Here is 2 unconnected molecules or ions with the total composition C17H15BBrCl4O3 at a distorted geometry from OMol25. Energies are from wB97M-V/def2-TZVPD.

Values from the calculation:
- Total energy: -5322.39714 Eh
- Gap between HOMO and LUMO: 0.274 hartree
- E_LUMO: 2.5 eV
- Maximum force: 3.13 eV Å⁻¹
- Net charge: -1
- E_HOMO: -5.0 eV
- Energy relative to the best compared isomer or geometry (same formula, charge and spin): 0.0 kcal/mol

Structure (XYZ):
```
41
Properties=species:S:1:pos:R:3:forces:R:3:mulliken_charge:R:1
Cl -3.901 3.305 -0.749 0.19 0.02 0.06 -0.349
B -2.126 2.944 -1.111 0.65 -0.76 -0.07 0.691
Cl -1.927 2.179 -2.820 -0.10 0.18 0.14 -0.269
Cl -1.042 4.478 -1.065 -0.16 -0.06 0.19 -0.359
O -1.651 1.969 -0.079 -0.81 0.29 0.25 -0.569
C -0.452 1.430 -0.015 0.45 -1.66 -2.62 -0.909
C 0.209 1.447 1.302 0.62 0.50 0.17 0.595
C 1.624 1.474 1.417 -0.70 -0.12 0.23 -0.243
C 2.201 1.380 2.682 0.03 -0.30 0.35 -0.559
C 1.381 1.287 3.822 -0.52 -0.01 -1.51 0.347
Cl 2.110 0.928 5.333 0.20 0.02 0.61 -0.236
C -0.014 1.392 3.710 0.49 -0.11 0.02 -0.645
C -0.594 1.521 2.453 0.75 -0.26 -0.38 -0.551
H 0.128 1.452 -0.954 0.28 1.07 0.75 0.627
H 2.267 1.578 0.533 -0.44 -0.25 0.34 0.414
H 3.293 1.278 2.802 -0.66 0.25 -0.08 0.380
H -0.633 1.302 4.596 0.10 0.18 -0.05 0.402
H -1.658 1.666 2.307 0.04 -0.20 0.16 0.499
C 2.475 -2.450 2.674 0.06 -0.06 0.34 -1.105
C 2.418 -2.001 1.248 -0.51 0.29 -0.63 -0.216
O 1.053 -1.635 0.911 -0.03 0.13 -0.13 -0.295
C 0.883 -1.092 -0.336 0.52 0.05 0.17 0.437
C -0.512 -0.580 -0.570 -0.06 -0.45 2.48 -0.190
C -1.075 -0.915 -1.871 -0.82 -0.20 -2.03 0.316
C -0.257 -0.931 -3.044 -0.76 0.15 0.70 -0.442
C -0.822 -0.987 -4.317 -0.86 -0.31 0.20 -0.455
C -2.207 -1.180 -4.485 0.55 0.91 1.90 0.039
Br -2.991 -0.913 -6.178 -0.08 -0.21 -0.18 -0.232
C -3.023 -1.259 -3.330 0.56 -0.01 -0.78 -0.237
C -2.479 -1.181 -2.055 1.38 0.35 0.08 -0.612
O 1.840 -1.038 -1.102 -0.85 0.19 0.61 -0.698
H 3.484 -2.791 2.901 0.11 -0.03 -0.03 0.400
H 2.237 -1.663 3.384 -0.14 0.20 -0.01 0.148
H 1.805 -3.286 2.850 -0.16 -0.10 -0.01 0.311
H 3.039 -1.127 1.046 0.14 -0.12 0.08 0.283
H 2.736 -2.810 0.588 0.01 0.10 -0.11 0.370
H -1.189 -0.930 0.244 0.61 0.23 -0.44 0.432
H 0.824 -0.865 -2.901 -0.51 0.28 -0.31 0.414
H -0.209 -0.792 -5.180 0.18 -0.24 -0.19 0.378
H -4.098 -1.279 -3.443 -0.05 -0.26 -0.04 0.371
H -3.146 -1.302 -1.196 0.31 0.33 -0.22 0.319
```
Positions in Å, forces in eV/Å.

***

# 4
Here is a molecular structure, C30H31AuN5S3 from OMol25. Energies are from wB97M-V/def2-TZVPD.

Values from the calculation:
- Total energy: -2765.68972 Eh
- Gap between HOMO and LUMO: 0.272 hartree
- E_LUMO: -3.1 eV
- Maximum force: 0.08 eV Å⁻¹
- Net charge: +1
- E_HOMO: -10.5 eV
- Energy relative to the best compared isomer or geometry (same formula, charge and spin): 1.7 kcal/mol

Structure (XYZ):
```
70
Properties=species:S:1:pos:R:3:forces:R:3:mulliken_charge:R:1
Au 1.835 -1.679 0.706 -0.03 -0.06 0.03 0.765
C -2.858 1.586 -1.449 0.00 0.00 -0.01 -1.151
C -3.568 1.493 -0.127 0.00 0.00 0.03 1.245
C -4.955 1.457 -0.045 0.02 0.02 -0.01 -0.750
C -5.599 1.346 1.180 0.00 -0.01 0.01 -0.607
C -4.863 1.273 2.352 -0.02 0.00 0.00 -0.683
C -3.478 1.316 2.293 0.01 0.01 -0.01 0.035
C -2.840 1.424 1.066 0.00 0.02 -0.03 -0.934
N -1.407 1.430 1.021 0.01 -0.02 -0.02 0.266
C -0.700 0.307 0.665 0.05 0.06 -0.01 -0.899
N -1.335 -0.874 0.934 -0.01 -0.08 0.02 0.429
C -1.086 -2.152 0.376 0.01 0.05 -0.01 0.896
C 0.183 -2.707 0.209 0.05 -0.03 -0.01 -0.927
C 0.324 -3.984 -0.319 0.00 0.00 0.01 -0.615
C -0.791 -4.719 -0.682 0.01 0.01 0.00 -0.892
C -2.052 -4.168 -0.518 -0.01 -0.01 0.00 -0.956
C -2.220 -2.894 0.006 -0.01 -0.01 -0.02 1.266
C -3.603 -2.324 0.179 -0.01 0.00 0.00 -1.393
N 0.478 0.333 0.148 -0.01 -0.01 0.03 1.344
C 1.134 1.554 -0.111 0.00 0.03 -0.04 -0.736
C 1.348 1.918 -1.443 -0.01 -0.02 0.02 -0.728
C 2.058 3.059 -1.769 0.02 0.01 0.00 -0.739
C 2.578 3.855 -0.756 -0.01 0.00 -0.01 -0.796
C 2.374 3.495 0.565 -0.01 0.00 0.01 -0.804
C 1.656 2.352 0.918 0.01 0.01 0.00 1.669
C 1.467 2.011 2.372 0.01 0.00 0.01 -1.417
H -3.574 1.595 -2.270 0.00 0.00 0.00 0.433
H -2.180 0.739 -1.591 0.00 -0.01 -0.01 0.059
H -2.252 2.492 -1.519 -0.01 0.00 0.01 0.325
H -5.539 1.515 -0.955 0.00 0.00 0.00 0.389
H -6.680 1.319 1.216 0.00 0.00 0.00 0.411
H -5.362 1.189 3.308 0.00 0.00 0.00 0.418
H -2.875 1.270 3.191 0.00 0.00 0.00 0.481
H -0.962 2.288 0.725 -0.02 0.01 0.02 0.462
H -2.262 -0.762 1.313 0.01 0.00 0.01 0.081
H 1.313 -4.406 -0.444 0.00 -0.01 0.00 0.498
H -0.677 -5.715 -1.088 0.00 0.00 0.00 0.424
H -2.929 -4.737 -0.800 0.00 0.00 0.00 0.400
H -4.346 -3.000 -0.239 0.00 0.00 0.00 0.441
H -3.713 -1.354 -0.314 0.01 -0.01 0.00 0.170
H -3.856 -2.182 1.234 -0.01 0.00 0.00 0.393
H 0.936 1.280 -2.217 0.00 0.00 -0.01 0.287
H 2.209 3.328 -2.806 0.00 0.00 0.00 0.442
H 3.137 4.749 -0.995 0.00 0.00 0.00 0.426
H 2.780 4.115 1.356 0.00 0.00 0.00 0.490
H 2.404 2.142 2.916 -0.01 0.00 0.00 0.458
H 1.126 0.986 2.513 0.00 0.00 0.00 0.098
H 0.728 2.668 2.838 0.00 0.00 -0.01 0.433
S 1.629 -1.953 3.032 -0.02 0.03 -0.03 -0.392
C 3.065 -0.947 2.990 -0.03 -0.04 0.02 0.521
C 3.789 -0.437 4.059 0.05 0.03 -0.02 -0.720
C 4.862 0.386 3.776 -0.02 -0.01 -0.01 -0.208
C 5.188 0.693 2.455 0.01 0.01 0.02 -0.792
C 4.432 0.143 1.444 0.00 0.00 -0.03 -0.167
N 3.408 -0.669 1.719 0.01 0.02 0.06 -0.200
H 3.505 -0.677 5.074 -0.01 -0.01 0.00 0.457
H 5.447 0.801 4.586 0.00 0.00 0.00 0.403
H 6.017 1.344 2.218 0.00 0.00 0.00 0.442
H 4.627 0.340 0.398 -0.01 0.00 0.00 0.456
S 2.830 -1.781 -1.486 -0.03 0.02 -0.04 -0.546
C 1.736 -1.477 -2.735 -0.03 -0.02 -0.01 0.362
N 2.187 -1.186 -3.949 0.01 0.01 -0.01 -0.203
C 1.217 -1.235 -5.041 0.00 -0.03 0.03 -0.581
C -0.109 -0.894 -4.382 0.01 0.02 -0.01 -0.688
S 0.009 -1.575 -2.694 0.03 0.01 0.01 0.248
H 3.182 -1.174 -4.118 0.00 0.01 0.00 0.268
H 1.200 -2.241 -5.469 0.00 0.01 -0.01 0.311
H 1.489 -0.521 -5.814 0.00 0.01 0.00 0.350
H -0.953 -1.350 -4.892 0.00 0.00 0.00 0.518
H -0.263 0.183 -4.314 0.00 0.00 0.00 0.252
```
Positions in Å, forces in eV/Å.